Entry 1:
Here is a molecular structure, FeN7O21Pb in a non-equilibrium geometry from the OMol25 dataset. Energies are from the ωB97M-V functional and the def2-TZVPD basis.

largest force on an atom	7.35	eV/Å
net charge	-4
gap between HOMO and LUMO (alpha / beta)	4.55 / 4.76	eV
electronic energy	-93028.52797	eV
LUMO level (alpha / beta)	7.987 / 7.808	eV
HOMO energy (alpha / beta)	3.43 / 3.05	eV
2S+1	6

Each line ends with the Mulliken charge.
Element x y z (Å)
Pb -3.84385 -0.66152 1.09758  0.630
O -0.21907 3.05741 -1.71221  -0.577
O -0.83004 2.98678 0.28766  -0.515
O -0.47180 -4.54430 -0.58532  -0.481
Fe 1.68783 -0.93997 -1.36788  1.264
O -1.52774 -0.28364 1.50760  -0.634
N 2.59857 2.28150 -0.79575  0.857
O 2.04618 1.27468 -1.27655  -0.488
N -2.65490 -1.77667 -2.33592  0.912
O -0.88621 0.20160 -0.47225  -0.449
O 3.75149 2.17360 -0.48897  -0.694
O -3.34474 0.50913 3.50773  -0.665
O 0.64849 -0.59655 0.52911  -0.504
O -3.29520 -1.13727 -1.41198  -0.592
O 5.73205 -1.23626 0.38834  -0.663
N 0.72920 -4.07213 -0.73171  0.618
O 4.59752 -0.83935 2.06340  -0.659
N -3.23938 1.71010 3.32048  0.903
O 3.54410 -0.95733 0.24333  -0.416
O 1.74849 -4.91947 -0.42668  -0.629
O -2.54070 -3.01008 -2.32908  -0.651
O 0.86444 -2.87187 -1.07552  -0.403
O -2.12656 2.15731 2.97089  -0.490
N -0.60141 -0.15574 0.57006  1.215
O -1.62596 4.53406 -0.95618  -0.810
N -0.83000 3.55516 -0.78518  0.918
N 4.65660 -1.09995 0.82394  0.847
O 2.30616 3.46617 -0.59890  -0.574
O -2.52562 -1.19342 -3.32427  -0.600
O -4.34795 2.38802 3.36424  -0.671

Entry 2:
Here is a molecular structure, FeO12S3 in a non-equilibrium geometry from the OMol25 dataset. Energies are from the ωB97M-V functional and the def2-TZVPD basis.

largest force on an atom	7.14	eV/Å
net charge	-3
gap between HOMO and LUMO (alpha / beta)	6.72 / 7.35	eV
ΔE to the lowest compared entry with this formula, charge and spin	137.7	kJ/mol
electronic energy	-91462.25446	eV
LUMO level (alpha / beta)	7.906 / 7.905	eV
HOMO energy (alpha / beta)	1.18 / 0.55	eV
2S+1	6

Each line ends with the Mulliken charge.
Element x y z (Å)
S -0.71468 -1.16803 -2.24675  1.427
O -0.43196 -1.60830 -0.86335  -0.562
O 2.91356 1.09299 1.55188  -0.736
O 0.35007 -1.67026 -3.13385  -0.746
O -1.78202 1.00703 2.80561  -0.744
O 2.92782 2.25619 -0.60036  -0.726
S 2.28659 1.30693 0.26929  1.392
O 0.90023 1.65926 0.52396  -0.677
S -1.56899 -0.15786 1.99545  1.474
O -0.49824 0.24796 -1.86527  -0.606
O -2.09896 -1.46052 -2.71649  -0.741
Fe -0.00223 0.05195 -0.04323  0.857
O -0.14072 -0.56109 1.87785  -0.664
O -1.70379 0.33447 0.66375  -0.559
O 1.91314 0.01546 -0.33991  -0.654
O -2.34980 -1.34624 2.12149  -0.736